Computed, not measured: a structure of composition C39H35F5FeN7O2S4, with ωB97M-V/def2-TZVPD.

XYZ file:
```
93
Properties=species:S:1:pos:R:3:forces:R:3:mulliken_spin:R:1
Fe 0.06783 -0.35790 -0.50392 0.219 -0.207 -0.135 4.1662
C -3.30267 -2.12589 2.05697 -0.017 -0.016 -0.060 0.0033
C -2.56843 -1.22783 1.28934 -0.051 -0.022 -0.039 -0.0001
N -1.28746 -1.43463 1.03797 -0.038 0.055 0.030 0.0295
C -0.71618 -2.52382 1.55886 -0.012 -0.034 0.024 0.0301
C -1.46926 -3.43007 2.29482 0.082 0.062 0.039 0.0002
N -2.75915 -3.23276 2.54072 -0.034 -0.012 -0.012 -0.0013
C 0.75895 -2.58038 1.41316 0.101 0.070 -0.046 0.0125
C 1.58172 -3.56760 1.91724 0.000 0.009 0.027 -0.0025
C 2.96710 -3.37901 1.89375 -0.023 0.002 0.015 0.0025
C 3.46413 -2.16144 1.43169 -0.016 0.021 -0.016 -0.0097
C 2.57778 -1.22254 0.93529 -0.109 -0.048 -0.033 0.0460
N 1.26964 -1.47274 0.86527 0.048 0.060 -0.046 0.0421
C 2.93071 0.15184 0.51014 -0.010 0.003 -0.026 -0.0257
C 4.15480 0.74854 0.77271 -0.035 -0.027 0.005 0.0003
N 4.41329 2.00374 0.43033 0.009 0.008 -0.014 -0.0011
C 3.44497 2.67728 -0.17071 -0.022 0.009 0.000 0.0031
C 2.20711 2.10270 -0.43512 0.037 0.014 -0.037 0.0088
N 1.95607 0.84405 -0.09821 -0.146 -0.062 0.026 0.0134
C 3.87638 -4.42947 2.39671 0.024 -0.023 0.015 0.0002
C 5.00455 -4.10683 3.14271 -0.019 -0.013 -0.017 0.0008
C 5.81815 -5.13620 3.59366 -0.002 0.040 0.004 -0.0003
N 5.58346 -6.41827 3.33970 0.031 -0.042 0.016 0.0009
C 4.50857 -6.72149 2.62127 -0.026 -0.002 -0.018 -0.0004
C 3.62300 -5.77151 2.13426 0.005 0.024 0.005 0.0015
H -4.34851 -1.94493 2.27325 0.002 0.001 0.018 0.0002
H -3.01319 -0.32591 0.89166 -0.003 0.020 -0.046 -0.0029
H -1.02312 -4.31713 2.72605 -0.006 -0.027 -0.036 -0.0001
H 1.17124 -4.45911 2.36893 -0.002 -0.012 -0.009 -0.0010
H 4.52778 -1.97224 1.44069 0.002 -0.003 0.001 0.0004
H 4.94318 0.20826 1.28075 0.009 0.003 -0.002 -0.0002
H 3.64497 3.70337 -0.45084 0.014 0.002 0.002 0.0007
H 1.41816 2.66284 -0.91808 0.021 -0.024 -0.014 0.0016
H 5.23822 -3.08267 3.40227 0.000 0.007 0.003 0.0001
H 6.69633 -4.91650 4.18895 0.004 -0.001 0.001 0.0000
H 4.34525 -7.77385 2.42133 0.000 -0.002 0.000 0.0000
H 2.77453 -6.07946 1.53696 -0.007 0.002 -0.004 -0.0001
O -1.28450 0.52301 -1.62015 0.010 0.069 0.103 0.0397
S -1.64782 1.69316 -2.53660 -0.067 -0.071 -0.069 0.0157
C -2.29028 0.85757 -4.00616 0.082 0.021 -0.013 0.0048
C -3.41650 -0.16315 -3.84102 -0.011 0.016 -0.002 -0.0028
C -3.09193 -1.43746 -3.04605 0.044 0.000 0.040 0.0075
C -2.02137 -2.29367 -3.71970 0.042 -0.002 0.007 0.0005
S -0.87698 -3.12268 -2.56667 -0.058 0.019 -0.037 0.0099
O -0.72436 -2.17210 -1.38494 0.144 0.034 0.089 -0.0277
C -1.92700 -4.41927 -1.95405 0.031 0.035 -0.057 0.0108
C -1.80652 -5.66611 -2.55124 -0.011 0.005 -0.014 0.0003
C -2.61820 -6.70149 -2.10991 -0.005 -0.009 0.012 0.0001
C -3.51261 -6.48719 -1.07044 0.022 -0.011 -0.015 0.0004
C -3.60594 -5.23850 -0.46754 -0.003 0.007 0.012 -0.0002
C -2.81342 -4.19309 -0.91290 -0.012 0.035 0.032 -0.0022
C -3.12119 2.41136 -1.85856 0.090 0.060 -0.048 0.0064
C -3.33816 3.75391 -2.13779 0.003 -0.001 0.049 -0.0007
C -4.48615 4.36185 -1.64868 -0.020 0.018 0.014 0.0005
C -5.38204 3.63384 -0.87754 0.002 0.013 -0.032 0.0002
C -5.14194 2.29412 -0.59378 0.015 -0.039 0.006 0.0001
C -4.00739 1.67279 -1.09107 -0.025 0.005 0.005 0.0004
H -1.38738 0.42718 -4.44632 -0.015 0.002 0.002 0.0002
H -2.59611 1.67911 -4.65966 -0.032 -0.008 0.008 0.0017
H -3.71120 -0.43485 -4.85867 -0.027 -0.011 0.011 0.0002
H -4.28906 0.32536 -3.40250 0.025 -0.006 -0.003 0.0000
H -4.00619 -2.01786 -2.91929 -0.012 0.006 -0.063 -0.0002
H -2.74434 -1.16648 -2.05059 -0.027 -0.012 0.023 -0.0015
H -1.36603 -1.69986 -4.35316 0.002 -0.025 -0.003 0.0004
H -2.43237 -3.09081 -4.34072 -0.014 -0.033 0.034 0.0003
H -1.08691 -5.83111 -3.34414 0.004 0.004 -0.006 0.0002
H -2.54028 -7.67791 -2.56771 0.001 -0.004 -0.001 0.0000
H -4.13370 -7.30052 -0.72101 -0.009 -0.005 0.002 0.0000
H -4.29372 -5.08300 0.35318 -0.009 0.004 0.002 0.0000
H -2.86803 -3.21223 -0.45910 -0.006 -0.011 0.001 0.0009
H -2.62277 4.32169 -2.72068 0.007 -0.013 -0.013 -0.0007
H -4.67801 5.40327 -1.86800 -0.001 0.006 -0.003 0.0001
H -6.27764 4.11158 -0.50278 -0.010 -0.001 0.003 0.0000
H -5.84780 1.73074 0.00220 -0.007 -0.005 0.000 0.0000
H -3.80830 0.62802 -0.90283 -0.008 -0.058 0.055 -0.0010
S -0.68366 2.10602 0.99247 0.098 0.084 0.064 0.0313
C -1.98628 2.66143 1.87608 -0.034 -0.043 -0.098 0.0043
N -2.44306 3.90579 1.82653 0.013 -0.025 0.022 0.0030
C -3.69073 4.19773 2.52452 -0.012 0.002 0.023 0.0003
C -3.77843 3.16302 3.64065 -0.019 0.011 0.007 0.0000
S -2.91160 1.69766 2.99123 -0.015 0.030 0.027 0.0011
H -2.01652 4.56040 1.18792 -0.004 -0.002 -0.009 0.0004
H -4.52797 4.10320 1.82768 0.022 0.002 0.019 0.0005
H -3.67050 5.21141 2.91986 -0.009 -0.006 0.005 -0.0002
H -4.80568 2.90318 3.88034 0.001 0.007 0.009 0.0000
H -3.26825 3.49234 4.54349 0.005 -0.005 -0.005 0.0000
F 1.37252 0.91597 -2.91496 0.091 0.121 0.007 0.0447
C 1.37047 -0.39701 -2.58934 -0.297 0.096 0.059 0.4522
F 0.60412 -1.00787 -3.51827 -0.090 -0.068 -0.051 0.0379
C 2.78471 -0.97455 -2.73354 0.049 -0.050 0.102 0.0285
F 3.69176 -0.14545 -2.21714 0.071 0.098 0.051 0.0011
F 2.85156 -2.13727 -2.07433 -0.014 -0.140 0.075 -0.0004
F 3.10001 -1.19594 -4.00359 -0.023 0.017 -0.057 0.0120
```
Forces are in eV/Å.

The spin multiplicity is 6. Its highest occupied orbital energy (alpha / beta) is -13.7 / -13.7 eV. The calculation puts the molar mass at 912.86 g mol⁻¹. The calculation puts the LUMO energy (alpha / beta) at -5.74 / -6.53 eV. For the relative energy (zero: lowest compared OMol25 entry of this formula, charge and spin), the calculation gives 0.309 eV. For the energy, the calculation gives -146839.6458 eV. The total charge is +2.